# 1
Below is a structure of composition C18H18CdF6N2O5, with properties calculated with ωB97M-V/def2-TZVPD.

```
50
Properties=species:S:1:pos:R:3:forces:R:3:lowdin_charge:R:1
C 6.86323 -2.43167 -0.46616 0.21 0.01 0.14 0.2102
C 6.87732 -1.64556 0.66347 -0.53 -0.54 0.21 0.1090
C 6.50224 -0.19069 0.68473 -0.87 0.20 0.53 -0.5227
O 7.46052 0.51985 0.65734 0.22 -0.07 -0.26 0.2235
O 5.23325 0.13780 0.73610 0.13 -0.44 -0.91 0.0493
C 4.85052 1.35856 -0.00619 -0.32 0.32 0.48 -0.1076
C 3.45315 1.13936 -0.56137 0.34 -0.02 -0.22 -0.1691
C 2.74528 2.47465 -0.87615 0.01 -0.14 -0.25 -0.1796
C 1.29598 2.57985 -0.38926 -0.07 -0.12 0.63 -0.1853
C 0.47170 1.27796 -0.49865 0.22 0.13 -0.29 -0.1816
C -0.99410 1.49141 -0.91734 0.38 0.23 0.04 -0.1461
C -2.01765 1.48335 0.23003 -0.70 -0.47 -0.27 -0.1991
C -1.81288 0.34310 1.13815 0.81 0.27 0.00 -0.1750
N -1.47107 -0.50609 1.83332 -0.36 0.05 0.18 0.1981
C -3.53274 1.47611 -0.26061 0.22 0.49 -0.07 -0.1347
C -3.64973 1.92691 -1.64993 0.19 -0.48 -0.10 -0.1772
N -3.69319 2.11696 -2.77966 -0.05 0.30 0.04 0.2370
C -4.25798 0.13844 -0.03291 0.06 0.19 0.11 -0.2248
O -4.98454 -0.00425 0.91121 0.19 -0.19 0.10 0.1602
C -4.07226 -1.00480 -1.06031 -0.59 0.33 -0.39 -0.3619
F -4.76329 -0.62063 -2.15509 0.02 -0.05 0.10 0.1691
F -2.78056 -1.13409 -1.40900 0.04 -0.06 0.18 0.1646
C -4.68467 -2.38098 -0.66719 0.10 -0.16 -0.20 -0.3556
F -4.60817 -3.15117 -1.75800 0.20 0.04 0.10 0.1957
F -5.98035 -2.23463 -0.34685 0.07 0.11 0.03 0.1814
C -3.99570 -3.16131 0.49200 0.18 -0.20 0.10 -0.3584
F -2.65800 -3.02072 0.46977 -0.05 0.15 -0.02 0.1547
F -4.28787 -4.45433 0.34663 -0.05 0.10 0.03 0.1957
C -4.51315 -2.78227 1.90599 -0.83 -0.26 0.09 -0.3358
O -5.41257 -3.31010 2.44058 0.03 0.16 0.08 0.2491
O -3.77043 -1.75197 2.56875 0.19 -0.40 0.49 -0.1885
H 5.94892 -2.78049 -0.94728 -0.04 0.94 -0.54 0.1138
H 7.80680 -2.77306 -0.89845 -0.08 -0.77 0.53 0.1177
H 7.22184 -2.06810 1.61320 1.10 0.47 -0.25 0.1601
H 4.88007 2.17620 0.71227 0.01 0.00 0.01 0.1374
H 5.58309 1.55075 -0.78719 0.11 -0.06 0.07 0.1407
H 3.55675 0.57594 -1.49071 -0.12 -0.19 0.10 0.1200
H 2.90968 0.50139 0.13515 -0.11 0.18 0.11 0.1115
H 2.75975 2.62410 -1.95666 0.04 0.00 -0.01 0.1199
H 3.33521 3.29242 -0.45787 -0.14 0.11 0.01 0.1124
H 0.78165 3.38279 -0.91776 0.15 0.05 -0.11 0.1104
H 1.31600 2.88454 0.66194 -0.07 0.05 -0.01 0.1155
H 0.55324 0.73321 0.44227 -0.12 -0.11 -0.02 0.0955
H 0.92633 0.62449 -1.24562 -0.02 0.04 -0.05 0.1170
H -1.07243 2.47982 -1.37252 -0.11 -0.04 -0.08 0.1205
H -1.26873 0.78755 -1.69887 -0.16 -0.16 0.18 0.1144
H -1.90288 2.38632 0.82947 0.11 -0.01 0.05 0.1633
H -4.05504 2.20434 0.35999 -0.21 -0.19 0.08 0.1617
H -3.09255 -2.22491 3.08605 0.93 -0.38 -1.24 0.0420
Cd -4.00001 -1.03634 4.68922 -0.65 0.60 0.46 1.3315
```
Forces are in eV/Å.

Calculated values
**Total charge**: +2
**Spin multiplicity**: 1
**Kohn-Sham gap**: 1.218 eV
**E_tot**: -1948.4019 a.u.
**LUMO energy**: -0.4405 Ha

---

# 2
Below is an isolated molecule of C12H26N2, with properties calculated with ωB97M-V/def2-TZVPD.

```
40
Properties=species:S:1:pos:R:3:forces:R:3:nbo_charge:R:1
C 0.04635 -0.91903 0.58743 2.32 2.75 -1.05 0.0312
C 0.51727 0.32866 0.16108 -0.34 -1.69 0.26 0.1882
C 0.87814 -1.69835 1.59936 3.16 2.36 -1.76 -0.6516
C -1.64943 -2.70043 1.05959 -2.25 0.60 -0.76 -0.5872
C -2.34376 -0.63454 -0.03433 -0.95 1.86 -1.06 -0.6146
C -0.81304 -2.37250 -1.19983 1.38 -2.39 -2.21 -0.6056
C 1.43421 1.88813 -1.66570 2.26 -2.01 0.30 -0.5999
C -0.79108 1.08232 -2.25921 -0.89 2.06 1.28 -0.6091
C -0.42897 2.63648 -0.35335 -2.18 -1.00 0.73 -0.6140
C 1.23753 1.22388 2.38390 0.17 -0.18 -2.64 -0.3935
C -1.15518 -1.61353 0.05071 -0.92 -0.19 1.39 -0.1469
C 0.10487 1.38142 -1.01521 1.72 -0.28 0.95 -0.0863
N 2.95244 0.71251 0.73283 -0.46 -0.06 0.75 -0.6562
N 1.56175 0.85628 1.01110 0.87 -0.42 -1.39 -0.3676
H 0.32070 -1.90691 2.40327 -2.11 -1.38 2.97 0.2060
H 1.33725 -2.56533 1.16339 -0.29 -0.84 -0.30 0.2176
H 1.78818 -1.17317 2.05583 -1.37 -0.30 -1.04 0.2279
H -2.76763 -2.82072 0.65790 2.44 -0.72 1.31 0.2127
H -1.68254 -2.30827 2.10718 -0.17 -0.37 -0.91 0.2097
H -1.02694 -3.59874 1.00003 -0.46 0.02 0.17 0.2104
H -2.09269 0.38896 0.31734 0.14 -0.73 0.02 0.2190
H -2.59262 -0.42627 -1.10069 -0.20 -0.51 0.73 0.2170
H -3.30187 -0.86031 0.52267 1.20 -0.36 -0.65 0.2177
H -1.67652 -2.80779 -1.71248 -0.40 -0.10 0.53 0.2153
H -0.15053 -3.30259 -0.94524 -1.04 1.68 -0.30 0.2074
H -0.29743 -1.93988 -2.10841 -0.22 0.46 1.49 0.2184
H 1.06614 2.46768 -2.48223 0.59 0.98 -0.42 0.2000
H 2.11765 1.04440 -2.16132 -1.58 1.50 1.05 0.2036
H 2.11921 2.45856 -0.95751 -1.18 -0.50 -1.00 0.2098
H -1.90530 1.22750 -1.99382 1.80 -0.48 -0.64 0.2158
H -0.49204 1.93406 -2.99089 -0.93 -1.93 0.81 0.2065
H -0.54313 0.09724 -2.57315 -0.20 -0.64 -0.93 0.2173
H -0.62479 3.34276 -1.17415 -0.65 0.05 0.66 0.2093
H 0.19821 3.09457 0.35228 1.57 0.56 0.61 0.2152
H -1.27847 2.33553 0.36481 0.36 0.80 -1.69 0.2068
H 1.55558 2.22085 2.35679 0.02 1.83 1.26 0.1941
H 0.19119 1.08983 2.32336 -1.30 0.41 0.99 0.2029
H 1.68175 0.68414 3.17480 0.64 -0.94 0.76 0.1824
H 3.27128 1.31163 0.01333 -0.02 1.41 -0.57 0.3357
H 3.23425 -0.15904 0.32854 -0.53 -1.32 0.33 0.3346
```
Forces are in eV/Å.

Calculated values
**Total charge**: 0
**Relative energy (zero: lowest compared OMol25 entry of this formula, charge and spin)**: 67.8 kcal per mole
**SMILES**: C/C(=C(\N(C)N)C(C)(C)C)C(C)(C)C
**Spin multiplicity**: 1
**Kohn-Sham gap**: 8.524 eV
**E_tot**: -582.1490 a.u.
**LUMO energy**: 0.0266 Ha

---

# 3
Below is a cluster of 2 separate species, C3H9NO3S in total, with properties calculated with ωB97M-V/def2-TZVPD.

```
17
Properties=species:S:1:pos:R:3:forces:R:3:nbo_charge:R:1
C 0.21242 -0.50719 1.42781 -0.43 -2.45 -1.32 -0.3998
C -1.14416 -1.34438 -0.42113 3.15 1.08 0.82 -0.4075
C -1.23012 1.00202 0.36386 -1.43 1.30 0.78 -0.4277
N -0.48821 -0.16255 0.23979 -1.70 -2.21 -0.52 -0.3786
O 2.57058 2.26180 -1.76018 0.07 -0.87 -0.58 -0.8345
O 3.57176 0.05040 -1.38327 -0.32 -0.38 -0.52 -0.8238
O 1.06407 0.39243 -1.18117 2.36 -0.12 -2.19 -0.7906
S 2.40373 0.83668 -1.61827 -1.08 1.62 2.14 2.3411
H 1.11267 -1.01862 1.06520 0.23 0.11 0.91 0.1967
H 0.33259 0.36274 1.95552 1.14 2.04 1.38 0.2009
H -0.38362 -1.16107 2.07431 0.09 -0.33 0.13 0.1667
H -1.18783 -1.27688 -1.48728 -0.29 0.62 -0.70 0.2031
H -0.43924 -2.17173 -0.25161 -0.52 -0.04 0.17 0.1989
H -2.07503 -1.51276 0.01534 -1.76 -0.62 0.66 0.1829
H -1.65588 1.32482 -0.52130 -1.35 -0.23 -2.44 0.2062
H -2.09881 1.09024 1.08919 1.05 -0.36 -0.05 0.1610
H -0.56491 1.83405 0.39319 0.78 0.84 1.32 0.2051
```
Forces are in eV/Å.

Calculated values
**Total charge**: 0
**Relative energy (zero: lowest compared OMol25 entry of this formula, charge and spin)**: 103.0 kcal per mole
**SMILES**: O=S(=O)=O.CN(C)C
**Spin multiplicity**: 1
**Kohn-Sham gap (alpha / beta)**: 6.493 / 6.498 eV
**E_tot**: -798.2381 a.u.
**LUMO energy (alpha / beta)**: -0.0584 / -0.0584 Ha

---

# 4
Below is a structure of composition C39H56ClCrN5OSb, with properties calculated with ωB97M-V/def2-TZVPD.

```
104
Properties=species:S:1:pos:R:3:forces:R:3:lowdin_charge:R:1
Cr 0.31547 0.71231 0.65774 0.42 0.13 -0.36 0.5459
C 1.75891 1.81732 3.25748 0.02 0.06 -0.18 -0.1557
C 0.41485 2.47823 3.57900 0.06 -0.14 -0.16 -0.0877
C -0.76461 1.54863 3.49863 -0.01 0.11 0.14 -0.2342
C -1.64259 1.50251 4.57996 0.14 0.15 0.05 0.0008
C -2.72828 0.65435 4.56497 -0.10 -0.03 0.13 -0.0293
C -2.89631 -0.16322 3.46306 -0.13 -0.12 -0.07 -0.0397
C -1.98119 -0.07294 2.43732 -0.23 -0.12 -0.22 -0.1826
N -0.94547 0.77493 2.41195 -0.12 0.17 0.48 0.0419
N 2.02615 1.80305 1.81603 0.04 -0.31 0.04 -0.2035
C 3.10261 0.85182 1.42350 -0.22 0.09 0.11 -0.1223
C 3.09982 0.67554 -0.07077 -0.56 0.10 0.00 -0.3844
C 4.25756 0.72457 -0.76073 0.27 -0.06 -0.45 -0.0738
C 4.19471 0.47426 -2.19744 0.15 0.04 0.23 -0.0886
C 3.03295 0.20129 -2.79393 -0.17 0.05 0.07 -0.0498
C 1.71505 0.18725 -2.04996 0.09 0.04 0.22 -0.3251
N 1.85443 0.47087 -0.59879 0.36 0.01 -0.41 -0.1042
C 2.30246 3.14321 1.28925 -0.11 -0.07 -0.08 -0.0968
C 1.12112 3.78736 0.60029 0.20 -0.15 0.15 -0.2499
C 1.01580 5.16930 0.52120 0.21 0.05 0.04 -0.0066
C -0.03622 5.72630 -0.17703 -0.01 0.20 -0.01 -0.0386
C -0.93588 4.88140 -0.80331 -0.09 -0.08 -0.11 -0.0353
C -0.75270 3.51703 -0.67991 -0.05 -0.02 -0.19 -0.1349
N 0.23738 2.96846 0.03271 -0.42 0.01 0.14 0.0847
H 1.75770 0.78595 3.61470 0.01 -0.03 0.00 0.1170
H 2.55371 2.34660 3.79376 0.08 0.02 0.02 0.1312
H 0.25206 3.32391 2.91000 0.00 0.09 -0.03 0.1187
H 0.44584 2.88450 4.58613 0.03 0.04 0.08 0.1207
H -1.45712 2.14193 5.43537 0.00 -0.05 -0.09 0.1228
H -3.41385 0.61862 5.40416 0.04 0.00 -0.07 0.1222
H -3.71071 -0.87389 3.39424 0.06 0.03 0.01 0.1209
H -2.07476 -0.71865 1.57618 -0.05 0.04 -0.12 0.0842
H 2.87587 -0.10469 1.90958 -0.01 0.04 0.01 0.1049
H 4.09018 1.17755 1.76301 0.01 0.07 0.07 0.1353
H 5.19636 0.90861 -0.25462 -0.05 -0.04 -0.06 0.0973
H 5.11359 0.48787 -2.77797 -0.12 0.00 0.06 0.1038
H 2.98381 -0.01088 -3.85791 0.05 0.03 0.09 0.1112
H 1.25705 -0.81102 -2.15859 0.10 -0.03 -0.04 0.0939
H 3.09520 3.04972 0.54190 0.01 0.03 -0.03 0.1422
H 2.67441 3.80321 2.07585 0.07 0.05 0.06 0.1353
H 1.76555 5.79583 0.99161 -0.07 -0.07 0.02 0.1243
H -0.14508 6.80372 -0.23979 0.01 -0.10 -0.01 0.1192
H -1.76544 5.26583 -1.38251 0.05 -0.02 0.01 0.1150
H -1.41064 2.81754 -1.18251 0.04 0.05 0.10 0.0992
C -4.23574 -1.01785 -1.02824 -0.14 0.13 0.13 -0.0143
N -4.36361 0.27249 -0.35601 -0.15 -0.04 0.01 -0.1279
C -5.71011 0.67069 0.06742 0.18 -0.05 -0.07 -0.0326
C -3.28361 1.04877 -0.13931 -0.12 -0.08 -0.07 -0.4998
C -3.54746 2.37125 0.54005 0.00 -0.03 0.07 0.0129
O -2.14362 0.70585 -0.48140 0.02 0.00 0.09 -0.0499
H -4.91746 -1.06195 -1.87675 -0.02 0.02 -0.02 0.0992
H -4.48159 -1.83368 -0.34439 0.00 0.01 0.01 0.0979
H -3.22387 -1.13745 -1.38354 0.21 0.00 -0.04 0.0614
H -6.41805 -0.04697 -0.33449 -0.02 -0.04 -0.03 0.0917
H -5.98168 1.65585 -0.31047 0.04 -0.02 -0.02 0.0942
H -5.81212 0.67375 1.15425 0.03 -0.03 0.00 0.0905
H -4.20647 2.25840 1.40020 -0.01 0.01 -0.01 0.0837
H -4.02358 3.06339 -0.16035 0.01 -0.03 0.05 0.1046
H -2.60740 2.79823 0.86870 0.04 0.00 0.02 0.0650
C -0.38991 -4.75272 -0.70615 -0.11 -0.03 -0.04 -0.1338
C -0.77393 -3.28318 -0.55060 0.20 0.07 -0.09 -0.5388
C -0.80836 -2.58866 -1.91437 -0.12 -0.17 -0.02 -0.1784
Sb 0.46796 -2.12536 0.80107 -0.12 -0.24 0.19 1.5895
C 2.43496 -3.02577 0.70103 -0.06 0.05 -0.18 -0.5244
C 2.49773 -4.50970 1.06381 0.10 0.02 -0.02 -0.1267
C 3.06910 -2.75793 -0.66687 0.03 -0.21 0.03 -0.1207
C -0.18113 -2.88723 2.73549 0.19 -0.18 -0.08 -0.5453
C -0.72358 -4.31805 2.74221 0.02 0.06 0.17 -0.1318
C 0.95151 -2.67411 3.74659 -0.12 -0.06 0.05 -0.1370
H -1.15905 -5.27301 -1.28955 0.08 0.04 0.02 0.0875
H -0.29091 -5.27281 0.24684 -0.01 0.03 -0.10 0.0523
H 0.55217 -4.85251 -1.25144 -0.07 0.02 0.04 0.0693
H -1.75777 -3.21792 -0.07523 -0.06 0.04 -0.03 0.0717
H 0.14078 -2.74291 -2.43685 -0.05 0.02 0.02 0.0687
H -0.97221 -1.51139 -1.83952 -0.06 0.01 0.04 0.0365
H -1.59854 -3.01645 -2.54529 0.09 0.04 0.06 0.0898
H 2.98138 -2.45822 1.45966 0.05 0.02 0.00 0.0720
H 2.07441 -5.13329 0.27506 0.05 0.05 0.09 0.0625
H 1.98980 -4.75220 1.99768 0.08 0.03 -0.08 0.0435
H 3.54791 -4.79963 1.17926 -0.06 0.00 -0.03 0.0892
H 2.51841 -3.26970 -1.46653 0.06 0.05 0.10 0.0769
H 4.09375 -3.14811 -0.67820 -0.10 0.01 -0.02 0.0924
H 3.12265 -1.69997 -0.90879 -0.01 -0.03 0.02 0.0332
H -0.99632 -2.22100 3.00965 -0.07 0.02 0.05 0.0412
H 0.04173 -5.05216 2.48217 -0.09 0.06 0.04 0.0574
H -1.55925 -4.44608 2.04885 0.07 0.03 0.05 0.0661
H -1.08766 -4.57325 3.74572 0.03 0.02 -0.10 0.0835
H 1.81408 -3.31051 3.53336 -0.07 0.07 0.04 0.0636
H 0.61034 -2.91379 4.76104 0.04 0.02 -0.10 0.0845
H 1.29977 -1.63424 3.75587 -0.03 -0.06 -0.02 0.0524
Cl 0.02083 0.66227 -8.66247 0.01 0.01 0.06 0.6649
C 0.21825 0.81033 -6.94144 0.01 0.03 0.01 -0.6735
C -0.09140 -0.26328 -6.12232 -0.03 -0.10 0.05 -0.0968
C 0.06295 -0.13778 -4.74856 -0.05 -0.04 -0.03 -0.0279
C 0.52954 1.04386 -4.17503 -0.02 -0.03 0.02 -0.2273
C 0.69998 1.17016 -2.67967 0.06 -0.04 -0.05 -0.1140
C 0.83258 2.10483 -5.02365 0.02 -0.01 -0.02 -0.0297
C 0.67904 1.99876 -6.40206 0.03 0.07 0.06 -0.0976
H -0.45019 -1.18732 -6.56153 0.02 0.08 0.05 0.1071
H -0.19115 -0.98035 -4.11252 0.03 0.04 -0.05 0.0967
H 1.04074 2.17527 -2.43610 -0.03 0.12 -0.02 0.1095
H -0.27269 1.01301 -2.19518 0.05 0.05 0.04 0.0926
H 1.20115 3.03424 -4.60040 -0.01 -0.06 -0.04 0.1150
H 0.91718 2.83100 -7.05456 -0.02 -0.07 0.07 0.1076
```
Forces are in eV/Å.

Calculated values
**Total charge**: +1
**Relative energy (zero: lowest compared OMol25 entry of this formula, charge and spin)**: 0.0 kcal per mole
**Spin multiplicity**: 5
**Kohn-Sham gap (alpha / beta)**: 5.975 / 5.985 eV
**E_tot**: -3613.4690 a.u.
**Expectation value of S²**: 6.022
**LUMO energy (alpha / beta)**: -0.0889 / -0.0943 Ha

---

# 5
Below is a structure of composition C5H10N, with properties calculated with ωB97M-V/def2-TZVPD.

```
16
Properties=species:S:1:pos:R:3:forces:R:3:nbo_charge:R:1
C -0.69422 -0.30632 -1.50243 0.63 -0.02 -1.94 -0.2234
C 0.60162 0.00711 -1.81408 -0.21 -0.64 0.30 0.0130
C -0.60398 0.29044 -0.29412 -1.94 -0.07 1.42 0.2547
C -1.68990 0.75657 0.59698 3.95 2.55 2.93 -0.6734
C 1.67343 -0.13150 0.54515 -2.10 -1.52 1.00 -0.4063
N 0.83969 0.52801 -0.45279 2.03 3.93 0.60 -0.4106
H -1.45640 -0.73705 -2.10491 -0.58 -0.26 -0.03 0.2682
H 1.26799 -0.13926 -2.60431 1.15 -0.03 -0.78 0.2448
H -0.66655 -2.02864 0.73050 -0.03 0.06 -0.01 0.0071
H -2.54679 0.55375 0.09656 -2.85 -1.19 -0.94 0.2562
H -1.66960 1.90517 0.61333 0.09 -1.39 0.28 0.2517
H -1.56836 0.38168 1.67743 -0.64 0.53 -1.68 0.2633
H 1.23078 0.16047 1.48943 0.02 -0.01 0.37 0.2279
H 1.47060 -1.17459 0.41534 0.64 -0.79 0.15 0.2359
H 2.66180 0.18188 0.57113 1.89 0.32 -0.59 0.2387
H 1.28820 1.52437 -0.33314 -2.04 -1.47 -1.08 0.4522
```
Forces are in eV/Å.

Calculated values
**Total charge**: +1
**Relative energy (zero: lowest compared OMol25 entry of this formula, charge and spin)**: 147.6 kcal per mole
**Spin multiplicity**: 1
**Kohn-Sham gap (alpha / beta)**: 9.398 / 8.512 eV
**E_tot**: -250.7700 a.u.
**LUMO energy (alpha / beta)**: -0.1880 / -0.1627 Ha